Formula: C5H4CaNO5
Source: OMol25
Level of theory: ωB97M-V with the def2-TZVPD basis set

Calculated values
HOMO-LUMO gap (spin up / spin down), hartree: 0.2167 / 0.2166
Total charge: +1
LUMO energy (spin up / spin down), eV: -4.60 / -4.60
DFT total energy, eV: -35406.9060
2S+1: 1
HOMO (spin up / spin down), eV: -10.50 / -10.50
Relative energy (zero: lowest compared OMol25 entry of this formula, charge and spin), kcal/mol: 17.6

Element x y z (Å)
O 0.624 1.111 -3.267
C 1.117 0.448 -2.467
Ca 0.186 0.163 -0.093
O -2.108 1.704 -2.347
C -1.270 1.239 -1.705
C -1.629 -0.475 1.403
O -2.518 -0.914 1.964
C 1.206 -1.716 0.774
O 1.346 -2.605 1.521
C -0.983 -2.336 -1.331
O -1.675 -3.245 -1.391
H 1.517 -1.404 -0.432
N 0.956 1.820 1.609
H 0.367 2.650 1.779
H 1.918 2.147 1.417
H 0.947 1.412 2.564